1.
Computed, not measured: C5H5N in the gas phase in a non-equilibrium geometry, with the ωB97M-V functional and the def2-TZVPD basis.

Values from the calculation:
LUMO energy	0.621	eV
energy above the lowest of the compared OMol25 structures with the same formula, charge and spin	184.3	kJ/mol
SMILES	CCC#CC#N
maximum force	1.08	eV/A
HOMO-LUMO gap	11.08	eV
total energy	-248.20484	hartree

Geometry (Å):
C1 0.77425 -0.46220 -1.47820
C2 0.02366 -1.00907 -0.25733
C3 -0.48058 0.05684 0.60610
C4 -0.80956 0.93857 1.36196
C5 -1.05958 1.94789 2.27371
N1 -1.21524 2.78885 3.05727
H1 1.69750 0.04129 -1.17654
H2 0.15845 0.26130 -2.01974
H3 1.02482 -1.28330 -2.15599
H4 0.68960 -1.62416 0.35915
H5 -0.80331 -1.65601 -0.57038

Need the Mulliken charges? In units of e they are: atom 1 (C): -1.078, atom 2 (C): -0.324, atom 3 (C): -0.189, atom 4 (C): 0.265, atom 5 (C): 0.260, atom 6 (N): -0.428, atom 7 (H): 0.312, atom 8 (H): 0.323, atom 9 (H): 0.325, atom 10 (H): 0.252, atom 11 (H): 0.282

2.
Computed, not measured: C5H5N in the gas phase in a non-equilibrium geometry, with the ωB97M-V functional and the def2-TZVPD basis.

Values from the calculation:
LUMO energy (spin up / spin down)	-1.430 / -1.269	eV
energy above the lowest of the compared OMol25 structures with the same formula, charge and spin	596.4	kJ/mol
maximum force	4.24	eV/A
HOMO-LUMO gap (spin up / spin down)	7.86 / 7.72	eV
total energy	-248.04788	hartree

Geometry (Å):
C1 -1.07070 -0.53764 0.12828
C2 -0.16093 0.57119 0.26868
C3 -2.70152 -0.25110 0.00318
C4 1.18008 0.01921 0.05777
C5 1.09012 -1.36534 0.01091
N1 -0.36141 -1.63391 0.08369
H1 -0.51650 1.34562 -0.35778
H2 -0.15002 1.10021 1.21233
H3 -3.03328 -0.95779 -0.74279
H4 2.04987 0.56643 0.00956
H5 1.98776 -2.11224 -0.07316

Need the Mulliken charges? In units of e they are: atom 1 (C): 0.477, atom 2 (C): -0.380, atom 3 (C): -0.449, atom 4 (C): -0.253, atom 5 (C): -0.347, atom 6 (N): -0.627, atom 7 (H): 0.331, atom 8 (H): 0.260, atom 9 (H): 0.227, atom 10 (H): 0.461, atom 11 (H): 0.300

3.
Computed, not measured: C5H5N in the gas phase in a non-equilibrium geometry, with the ωB97M-V functional and the def2-TZVPD basis.

Values from the calculation:
LUMO energy	-0.813	eV
energy above the lowest of the compared OMol25 structures with the same formula, charge and spin	544.0	kJ/mol
maximum force	4.82	eV/A
HOMO-LUMO gap	7.42	eV
total energy	-248.06782	hartree

Geometry (Å):
C1 1.39800 -1.08176 0.24617
C2 1.53797 0.26911 0.18011
C3 -0.42781 0.00480 -0.62670
C4 0.09803 -1.24771 -0.23889
C5 -1.29663 0.91524 0.06944
N1 1.69522 1.41320 0.08586
H1 -0.24456 -2.19933 -0.63760
H2 2.21452 -1.67260 0.23072
H3 -1.10024 1.85613 -0.19720
H4 -1.44687 0.89957 1.18776
H5 -2.42763 0.84334 -0.29967

Need the Mulliken charges? In units of e they are: atom 1 (C): -0.891, atom 2 (C): 0.527, atom 3 (C): -0.020, atom 4 (C): 0.048, atom 5 (C): -1.020, atom 6 (N): -0.454, atom 7 (H): 0.349, atom 8 (H): 0.400, atom 9 (H): 0.406, atom 10 (H): 0.310, atom 11 (H): 0.345

4.
Computed, not measured: 2 unconnected molecules or ions with the total composition C5H5N in a non-equilibrium geometry, with the ωB97M-V functional and the def2-TZVPD basis.

Values from the calculation:
LUMO energy	0.222	eV
energy above the lowest of the compared OMol25 structures with the same formula, charge and spin	374.5	kJ/mol
SMILES	C=CC#N.C#C
maximum force	3.23	eV/A
HOMO-LUMO gap	10.64	eV
total energy	-248.13240	hartree

Geometry (Å):
C1 -2.03313 -1.33280 -0.06991
C2 2.73431 -0.09720 2.15510
C3 2.78691 -1.14429 1.58245
C4 -0.68750 0.60256 -0.93266
C5 -0.86238 -0.69992 -0.58556
N1 -3.09934 -1.57231 0.34064
H1 2.34436 0.72167 2.70708
H2 3.16881 -2.11978 1.16015
H3 -1.41056 1.25761 -0.47757
H4 0.21310 0.88292 -1.50718
H5 -0.01472 -1.30954 -0.96153

Need the Mulliken charges? In units of e they are: atom 1 (C): 0.333, atom 2 (C): -0.233, atom 3 (C): -0.444, atom 4 (C): -0.556, atom 5 (C): -0.196, atom 6 (N): -0.380, atom 7 (H): 0.365, atom 8 (H): 0.315, atom 9 (H): 0.286, atom 10 (H): 0.254, atom 11 (H): 0.255